Entry a
H4N2O2P | wB97M-V/def2-TZVPD

The HOMO-LUMO gap is 0.342 Eh. For the lowest unoccupied orbital energy, the calculation gives 0.173 Ha. For the molar mass, the calculation gives 95.0 Da. Its SMILES is NN[P@H](=O)[O-]. Its multiplicity is 1. The HOMO energy is -4.60 eV. As for the total charge: -1.

The geometry in XYZ format:
```
9
Properties=species:S:1:pos:R:3:nbo_charge:R:1
N 0.27 1.40 -0.73 -0.677
N -0.54 0.25 -0.61 -0.809
O 1.46 -0.99 0.37 -1.189
O -0.73 -2.26 0.10 -1.186
P -0.04 -0.98 0.46 2.082
H 0.52 1.73 0.26 0.311
H 1.16 1.05 -1.19 0.367
H -1.44 0.43 -0.36 0.338
H -0.66 -0.63 1.70 -0.237
```

Entry b
H4N2O2P | wB97M-V/def2-TZVPD

The HOMO-LUMO gap is 0.324 Eh. For the lowest unoccupied orbital energy, the calculation gives 0.166 Ha. For the molar mass, the calculation gives 95.0 Da. Its SMILES is NP(N)(=O)[O-]. Its multiplicity is 1. The HOMO energy is -4.29 eV. As for the total charge: -1.

The geometry in XYZ format:
```
9
Properties=species:S:1:pos:R:3:nbo_charge:R:1
N 0.56 -0.46 1.32 -1.230
N 0.11 1.06 -1.11 -1.227
O -1.64 -0.81 0.24 -1.200
O 0.36 -1.77 -0.99 -1.161
P -0.20 -0.72 -0.10 2.383
H 1.46 -0.02 1.29 0.377
H -0.01 -0.03 2.06 0.390
H -0.40 1.79 -0.68 0.328
H -0.25 0.95 -2.02 0.340
```

Q: Which of them is the most stable? A: entry b.

Entry a
C2H5N3S2 | wB97M-V/def2-TZVPD

The HOMO-LUMO gap (alpha / beta) is 0.273 / 0.260 Eh. For the lowest unoccupied orbital energy (alpha / beta), the calculation gives -0.046 / -0.043 Ha. For the molar mass, the calculation gives 135.2 Da. Its multiplicity is 1. The HOMO energy (alpha / beta) is -8.68 / -8.25 eV.

The geometry in XYZ format:
```
12
Properties=species:S:1:pos:R:3:nbo_charge:R:1
C 0.96 1.00 0.09 0.035
C -0.03 0.53 -0.89 -0.290
N -1.07 -0.19 -0.16 -0.319
N 2.02 0.34 0.44 -0.504
N -0.64 -1.14 0.67 -0.644
S 2.72 -1.02 0.16 0.302
S -2.48 0.62 0.15 0.050
H 0.70 1.85 0.60 0.190
H -0.47 1.31 -1.57 0.249
H 0.60 -0.18 -1.52 0.211
H -1.16 -1.00 1.57 0.366
H -1.16 -2.12 0.45 0.355
```

Entry b
C2H5N3S2 | wB97M-V/def2-TZVPD

The HOMO-LUMO gap is 0.316 Eh. For the lowest unoccupied orbital energy, the calculation gives -0.010 Ha. For the molar mass, the calculation gives 135.2 Da. Its SMILES is N/N=C\NSC=S. Its multiplicity is 1. The HOMO energy is -8.86 eV.

The geometry in XYZ format:
```
12
Properties=species:S:1:pos:R:3:nbo_charge:R:1
C -0.47 1.63 0.22 0.193
C 0.14 -2.18 0.16 -0.552
H 0.48 -0.06 -1.09 0.339
H 1.72 0.85 -1.71 0.366
H -0.95 2.50 0.59 0.183
H -1.94 0.63 1.59 0.421
H 1.07 -2.62 0.74 0.231
N 1.26 0.49 -0.83 -0.653
N 0.62 1.75 -0.46 -0.272
N -1.19 0.37 0.67 -0.837
S -0.15 -0.84 1.29 0.480
S -0.60 -2.50 -1.17 0.101
```

Q: Which of them is the most stable? A: entry b.

Entry a
C2H5N3S2 | wB97M-V/def2-TZVPD

The HOMO-LUMO gap is 0.320 Eh. For the lowest unoccupied orbital energy, the calculation gives 0.002 Ha. For the molar mass, the calculation gives 135.2 Da. Its SMILES is [H]/N=C(\N)NSC=S. Its multiplicity is 1. The HOMO energy is -8.66 eV.

The geometry in XYZ format:
```
12
Properties=species:S:1:pos:R:3:nbo_charge:R:1
C -0.55 -0.87 0.24 0.566
C 1.35 2.00 -1.19 -0.508
H -1.94 -1.55 1.51 0.383
H -1.03 -0.27 2.16 0.395
H -1.79 -1.99 -0.69 0.345
H 1.27 -0.42 1.01 0.400
H 0.97 2.47 -0.29 0.213
N -1.02 -1.10 1.54 -0.848
N -0.98 -1.31 -0.86 -0.714
N 0.63 -0.03 0.30 -0.817
S 1.36 0.24 -1.22 0.542
S 1.74 2.83 -2.49 0.044
```

Entry b
C2H5N3S2 | wB97M-V/def2-TZVPD

The HOMO-LUMO gap is 0.302 Eh. For the lowest unoccupied orbital energy, the calculation gives -0.010 Ha. For the molar mass, the calculation gives 135.2 Da. Its SMILES is N/N=C/C(=S)NS. Its multiplicity is 1. The HOMO energy is -8.48 eV.

The geometry in XYZ format:
```
12
Properties=species:S:1:pos:R:3:nbo_charge:R:1
C 1.00 1.02 -0.47 -0.046
C 0.38 -0.19 0.08 0.053
H 0.27 3.82 -1.26 0.359
H 1.70 3.25 -0.91 0.330
H 2.08 0.99 -0.53 0.196
H -1.32 0.62 -0.43 0.426
H -1.78 -1.32 1.84 0.112
N 0.84 2.99 -1.49 -0.581
N 0.26 1.95 -0.94 -0.221
N -0.96 -0.23 -0.03 -0.730
S 1.33 -1.35 0.78 -0.122
S -1.97 -1.48 0.52 0.224
```

Entry c
C2H5N3S2 | wB97M-V/def2-TZVPD

The HOMO-LUMO gap is 0.320 Eh. For the lowest unoccupied orbital energy, the calculation gives -0.013 Ha. For the molar mass, the calculation gives 135.2 Da. Its multiplicity is 1. The HOMO energy is -9.08 eV.

The geometry in XYZ format:
```
12
Properties=species:S:1:pos:R:3:nbo_charge:R:1
C -0.62 0.99 0.18 0.335
C 0.44 -0.07 0.29 -0.005
H -2.51 -1.86 0.72 0.098
H -2.62 1.11 0.76 0.405
H 0.57 2.34 -0.22 0.356
H 0.39 -0.79 1.49 0.201
H 3.57 0.10 -0.93 0.147
N -1.91 0.42 0.50 -0.788
N -0.50 2.20 -0.23 -0.602
N 1.54 0.19 -0.50 -0.528
S -2.44 -1.03 -0.31 0.199
S 2.92 -0.60 0.12 0.183
```

Q: Which of them is the most stable? A: entry a.

Entry a
C4H8NO3 | wB97M-V/def2-TZVPD

The HOMO-LUMO gap (alpha / beta) is 0.335 / 0.276 Eh. For the lowest unoccupied orbital energy (alpha / beta), the calculation gives -0.162 / -0.181 Ha. For the molar mass, the calculation gives 118.1 Da. Its multiplicity is 1. The HOMO energy (alpha / beta) is -13.53 / -12.42 eV. As for the total charge: +1.

The geometry in XYZ format:
```
16
Properties=species:S:1:pos:R:3:nbo_charge:R:1
C 2.90 1.63 0.60 0.390
C 1.60 0.88 0.44 0.007
C 1.33 -0.25 0.99 0.427
C -1.29 -0.68 0.26 -0.313
N -1.28 -0.49 -1.18 -0.721
O 3.28 2.46 -0.17 -0.472
O 0.93 1.39 -0.62 -0.701
O 1.63 -1.05 1.93 -0.590
H 3.40 1.60 1.59 0.148
H -1.74 -1.64 0.66 0.222
H -1.63 0.14 0.87 0.207
H -0.38 -0.70 -1.54 0.461
H -1.35 0.59 -1.34 0.463
H -2.11 -0.81 -1.65 0.443
H 1.62 2.01 -1.01 0.516
H 1.54 -0.64 2.77 0.513
```

Entry b
C4H8NO3 | wB97M-V/def2-TZVPD

The HOMO-LUMO gap is 0.408 Eh. For the lowest unoccupied orbital energy, the calculation gives -0.136 Ha. For the molar mass, the calculation gives 118.1 Da. Its SMILES is [NH3+][C@H](C=O)CC(=O)O. Its multiplicity is 1. The HOMO energy is -14.81 eV. As for the total charge: +1.

The geometry in XYZ format:
```
16
Properties=species:S:1:pos:R:3:nbo_charge:R:1
O 0.92 1.65 -2.35 -0.467
C 0.21 1.88 -1.40 0.455
C -0.28 0.53 -0.61 -0.145
C 0.24 0.47 0.83 -0.536
C -0.20 -0.99 1.52 0.830
O -0.03 -0.88 2.82 -0.663
O -0.49 -2.02 0.96 -0.610
N 0.05 -0.85 -1.34 -0.725
H -0.22 2.73 -1.07 0.164
H -1.34 0.63 -0.55 0.228
H -0.20 1.22 1.54 0.285
H 1.40 0.50 0.83 0.264
H -0.26 -1.54 3.43 0.529
H -0.70 -0.96 -2.12 0.454
H 0.90 -0.67 -1.82 0.445
H -0.01 -1.70 -0.68 0.493
```

Q: Which of them is the most stable? A: entry b.